The following is a DFT calculation (ωB97M-V/def2-TZVPD) of H12Na4O10S as an isolated structure at a distorted geometry.

* frontier orbital gap: 0.0907 hartree
* E_HOMO: -10.899 eV
* calculated total energy: -49153.091 eV
* charge: +2

Positions of all 27 atoms, in Å:
Na 3.774 1.733 8.545
Na 6.521 8.917 10.418
Na 9.327 1.976 12.070
Na 8.522 4.661 7.562
S 5.191 4.341 12.525
O 5.899 4.185 11.249
O 4.924 5.749 12.739
O 3.997 3.503 12.454
O 5.957 3.874 13.686
O 0.801 7.455 13.784
H 0.303 6.941 13.149
H 1.711 7.188 13.649
O 6.642 -0.948 13.909
H 6.609 -1.342 13.037
H 6.017 -0.224 13.869
O 6.566 9.311 15.642
H 6.228 8.621 15.071
H 5.801 9.612 16.133
O 9.015 5.215 17.157
H 8.501 5.131 17.960
H 8.381 5.091 16.451
O 4.123 2.076 17.598
H 3.342 1.719 17.176
H 4.608 2.497 16.888
O 0.795 0.040 12.865
H 1.435 -0.670 12.920
H 1.323 0.830 12.748


The following is a DFT calculation (ωB97M-V/def2-TZVPD) of a 6-piece molecular cluster, H12O5S overall.

* frontier orbital gap (spin up / spin down): 0.1046 / 0.3739 hartree
* E_HOMO (spin up / spin down): 0.288 / -7.106 eV
* calculated total energy: -21267.024 eV
* energy relative to the best compared isomer or geometry (same formula, charge and spin): 3.7 kcal per mole
* 2S+1: 2
* charge: -1

Positions of all 18 atoms, in Å:
S 1.160 -0.309 -3.936
H 1.814 -1.271 -3.242
H -0.022 -0.942 -3.914
H -2.365 0.859 1.787
H -3.457 0.371 2.684
O -2.512 0.281 2.544
H -1.449 -1.251 -0.280
H -0.018 -1.640 -0.944
O -0.788 -1.941 -0.442
H -1.478 2.676 -0.386
H -0.073 2.223 -0.620
O -0.905 1.889 -0.236
H 2.830 -0.194 -0.524
H 2.240 -0.478 0.844
O 2.668 -0.919 0.099
H 0.383 0.739 1.773
H 0.840 -0.488 2.523
O 1.134 0.397 2.269


The following is a DFT calculation (ωB97M-V/def2-TZVPD) of a 6-piece molecular cluster, H12O5S overall at a distorted geometry.

* frontier orbital gap: 0.3716 hartree
* E_HOMO: -9.691 eV
* calculated total energy: -21266.743 eV
* energy relative to the best compared isomer or geometry (same formula, charge and spin): 30.0 kcal per mole
* SMILES: O.O.O.O.O.S
* charge: 0

Positions of all 18 atoms, in Å:
S -5.006 0.241 3.251
H -4.799 -0.338 2.068
H -4.796 -0.896 3.834
H 0.551 0.503 -1.398
H 1.729 0.152 -0.627
O 0.876 -0.218 -0.869
H 3.098 -1.707 2.132
H 2.932 -0.868 0.945
O 2.743 -0.858 1.873
H 3.002 -4.188 -1.526
H 2.426 -2.783 -1.120
O 2.436 -3.705 -0.911
H 1.271 4.921 -1.537
H 2.302 5.572 -2.384
O 2.254 4.951 -1.663
H 0.540 -0.101 -4.819
H -0.090 -0.953 -3.736
O 0.696 -0.487 -3.973


The following is a DFT calculation (ωB97M-V/def2-TZVPD) of a 6-piece molecular cluster, H12O5S2 overall at a distorted geometry.

* frontier orbital gap: 0.3237 hartree
* E_HOMO: -8.805 eV
* calculated total energy: -32101.942 eV
* energy relative to the best compared isomer or geometry (same formula, charge and spin): 33.1 kcal per mole
* SMILES: SS.O.O.O.O.O
* charge: 0

Positions of all 19 atoms, in Å:
S 0.385 -3.257 3.354
S -0.122 -1.902 4.834
H -0.791 -3.987 3.422
H 0.241 -1.031 3.841
H -3.326 -0.032 -0.490
H -4.081 -0.010 0.709
O -3.222 0.331 0.424
H -1.437 -2.993 -2.080
H -1.791 -1.534 -1.334
O -1.841 -2.536 -1.317
H -0.676 0.297 -0.418
H -0.290 1.644 -0.954
O -0.036 0.741 -0.968
H 2.422 1.167 -3.006
H 1.656 1.123 -1.709
O 2.344 1.622 -2.179
H 3.627 2.786 -1.081
H 3.095 4.110 -0.593
O 3.843 3.461 -0.457


The following is a DFT calculation (ωB97M-V/def2-TZVPD) of a 6-piece molecular cluster, H12O5S2 overall at a distorted geometry.

* frontier orbital gap: 0.3156 hartree
* E_HOMO: -8.244 eV
* calculated total energy: -32101.704 eV
* energy relative to the best compared isomer or geometry (same formula, charge and spin): 38.6 kcal per mole
* SMILES: SS.O.O.O.O.O
* charge: 0

Positions of all 19 atoms, in Å:
S 0.545 -1.751 -3.659
S 0.142 -3.323 -4.986
H -0.617 -1.245 -4.122
H 0.893 -4.337 -4.390
H 0.526 -1.257 3.313
H 1.046 0.002 3.908
O 0.359 -0.305 3.210
H -0.825 1.928 -0.639
H -0.203 3.432 -0.547
O -0.725 2.726 -0.121
H 3.022 2.991 3.670
H 1.530 3.346 3.057
O 2.343 2.672 3.104
H -0.026 -1.210 1.206
H -1.610 -1.149 1.022
O -0.730 -1.318 0.597
H -1.196 -0.371 -1.218
H -2.606 -0.674 -1.542
O -1.870 -0.157 -1.863


The following is a DFT calculation (ωB97M-V/def2-TZVPD) of a 6-piece molecular cluster, H12O6 overall.

* frontier orbital gap: 0.4272 hartree
* E_HOMO: -11.363 eV
* calculated total energy: -12479.437 eV
* energy relative to the best compared isomer or geometry (same formula, charge and spin): 38.7 kcal per mole
* SMILES: O.O.O.O.O.O
* charge: 0

Positions of all 18 atoms, in Å:
O -2.178 -2.285 2.450
H -3.074 -2.144 2.142
H -1.955 -3.164 2.144
O -1.595 -0.284 -4.447
H -2.511 -0.169 -4.194
H -1.120 -0.330 -3.617
O 1.232 3.450 -4.014
H 1.411 3.339 -4.947
H 0.751 2.660 -3.766
O 0.028 -0.262 -0.461
H -0.114 0.582 -0.031
H -0.259 -0.909 0.183
O -0.431 2.274 2.497
H -0.184 1.967 3.370
H -1.340 2.557 2.591
O 3.796 -2.816 3.407
H 4.501 -2.182 3.543
H 3.042 -2.285 3.151


The following is a DFT calculation (ωB97M-V/def2-TZVPD) of a 6-piece molecular cluster, H12O6 overall at a distorted geometry.

* frontier orbital gap: 0.3812 hartree
* E_HOMO: -10.458 eV
* calculated total energy: -12479.292 eV
* energy relative to the best compared isomer or geometry (same formula, charge and spin): 42.0 kcal per mole
* SMILES: O.O.O.O.O.O
* charge: 0

Positions of all 18 atoms, in Å:
O -6.762 1.556 20.647
H -7.267 2.312 20.462
H -6.707 1.125 19.809
O -10.771 1.771 19.952
H -11.335 1.119 20.363
H -11.021 2.620 20.381
O -8.095 3.702 20.487
H -8.384 3.731 19.593
H -7.176 4.097 20.410
O -8.218 0.023 22.385
H -8.332 -0.975 22.369
H -7.732 0.250 21.612
O -9.176 6.213 21.766
H -9.158 5.541 21.128
H -9.009 7.010 21.276
O -9.494 2.957 22.883
H -9.361 3.014 21.920
H -8.847 2.307 23.143